Record 1
Density functional theory data (ωB97M-V/def2-TZVPD) for a cluster of 2 separate species, C29H49N2O7S2Si in total at a distorted geometry.

Computed properties:
E_HOMO ... -2.43 eV
Frontier orbital gap ... 1.6 eV
Relative energy (zero: lowest compared OMol25 entry of this formula, charge and spin) ... 12.172 eV
Calculated total energy ... -77701.731 eV

Geometry as ORCA input:
```
! RIJCOSX wB97M-V def2-TZVPD def2/J DEFGRID3
* xyz -1 1
C 7.578 -2.169 1.277
C 6.283 -2.594 0.307
C 5.095 -1.463 0.397
N 4.096 -1.499 -0.739
C 3.345 -0.159 -0.839
C 2.870 0.480 0.627
C 2.076 1.916 0.633
C 1.779 2.598 -0.854
C 0.929 4.030 -0.811
C -0.567 3.639 -0.187
C -0.672 3.834 1.437
C -1.243 2.482 2.235
C -2.878 2.432 2.348
C -3.461 1.308 3.398
C -2.891 -0.198 2.967
C -3.777 -1.436 3.574
Si -3.495 -3.143 2.736
C -5.156 -3.553 1.772
C -3.266 -4.561 4.018
C -2.091 -3.203 1.425
C -0.733 -2.287 1.383
C 0.358 -2.488 0.169
C 0.221 -3.601 -1.039
C -1.134 -4.571 -0.983
C -2.260 -4.342 0.214
C 2.300 1.876 -2.251
C 1.971 2.680 -3.651
S 0.167 2.621 -4.166
O -0.247 4.069 -4.587
O -0.806 2.179 -3.047
N 3.039 0.526 -2.186
C 3.456 -0.119 -3.507
C 2.166 -0.631 -4.416
O 0.903 -0.731 -3.621
C -0.107 -1.196 -4.607
C -1.660 -1.068 -4.091
H 7.980 -1.084 1.026
H 7.276 -2.157 2.427
H 8.456 -2.961 1.182
H 5.941 -3.668 0.699
H 6.709 -2.623 -0.790
H 5.556 -0.366 0.499
H 4.504 -1.650 1.403
H 3.338 -2.209 -0.507
H 3.060 -0.035 1.664
H 1.739 2.432 1.640
H 1.528 4.763 -0.105
H 0.803 4.513 -1.881
H -0.690 2.471 -0.395
H -1.434 4.160 -0.776
H -1.476 4.675 1.638
H 0.375 4.171 1.875
H -0.789 2.569 3.329
H -0.802 1.481 1.780
H -3.293 2.232 1.257
H -3.228 3.481 2.748
H -3.120 1.633 4.472
H -4.629 1.347 3.362
H -1.820 -0.271 3.488
H -2.740 -0.324 1.812
H -3.587 -1.559 4.726
H -4.920 -1.127 3.441
H -6.099 -3.510 2.470
H -5.074 -4.666 1.349
H -5.263 -2.845 0.829
H -2.859 -5.544 3.516
H -2.506 -4.259 4.856
H -4.309 -4.816 4.519
H -0.535 -1.493 2.219
H 1.305 -1.790 0.158
H 1.024 -3.735 -1.907
H -1.217 -5.392 -1.828
H -3.210 -5.055 0.195
H 2.613 2.332 -4.571
H 2.228 3.829 -3.478
H 0.058 1.822 -5.316
H 4.130 -1.084 -3.348
H 4.144 0.651 -4.106
H 1.969 0.244 -5.198
H 2.358 -1.653 -4.968
H -0.011 -0.585 -5.622
H 0.079 -2.346 -4.863
H -2.061 -2.064 -3.576
H -1.840 -0.204 -3.321
H -2.351 -0.890 -5.028
O -3.976 7.737 2.012
S -3.899 6.301 2.334
O -2.874 6.083 3.371
O -3.540 5.544 1.121
O -5.208 5.838 2.832
*
```

***

Record 2
Density functional theory data (ωB97M-V/def2-TZVPD) for a structure of composition C34H34GeN2OPd at a distorted geometry.

Computed properties:
E_HOMO (spin up / spin down) ... -6.94 / -6.97 eV
Frontier orbital gap (spin up / spin down) ... 7.0 / 6.9 eV
Relative energy (zero: lowest compared OMol25 entry of this formula, charge and spin) ... 2.877 eV
Calculated total energy ... -100828.474 eV

Geometry as ORCA input:
```
! RIJCOSX wB97M-V def2-TZVPD def2/J DEFGRID3
* xyz 0 1
Pd -0.828 -0.854 1.142
O -1.264 1.208 2.747
C -1.371 2.328 1.871
C -2.754 2.372 1.299
C -3.620 3.423 1.566
C -4.876 3.426 0.982
C -5.226 2.373 0.156
C -4.298 1.363 -0.048
N -3.086 1.353 0.499
H -0.311 1.012 2.831
H -0.667 2.235 1.039
H -1.144 3.256 2.401
H -3.306 4.221 2.225
H -5.570 4.236 1.170
H -6.194 2.327 -0.323
H -4.549 0.523 -0.687
C -3.140 -2.193 -0.078
N -2.571 -2.265 1.275
C -3.534 -1.802 2.278
C -2.098 -3.634 1.547
C -0.622 -3.758 1.272
C -0.020 -5.013 1.205
C 1.348 -5.134 1.035
C 2.128 -3.987 0.957
C 1.527 -2.740 1.019
C 0.146 -2.600 1.156
H -4.079 -2.761 -0.146
H -2.422 -2.613 -0.782
H -3.319 -1.155 -0.347
H -4.447 -2.414 2.270
H -3.793 -0.765 2.080
H -3.076 -1.855 3.264
H -2.673 -4.353 0.951
H -2.294 -3.868 2.596
H -0.633 -5.905 1.295
H 1.805 -6.114 0.976
H 3.204 -4.068 0.857
H 2.158 -1.856 1.000
C 0.845 0.037 1.204
Ge 1.840 0.608 -0.407
C 3.766 0.332 -0.455
C 4.646 1.410 -0.385
C 6.021 1.211 -0.418
C 6.533 -0.073 -0.524
C 5.668 -1.157 -0.607
C 4.297 -0.955 -0.573
C 1.056 -0.227 -1.995
C -0.301 -0.513 -1.928
C -0.967 -1.120 -2.982
C -0.259 -1.458 -4.128
C 1.100 -1.184 -4.212
C 1.754 -0.567 -3.152
C 1.430 2.515 -0.448
C 0.641 3.054 -1.464
C 0.221 4.377 -1.409
C 0.585 5.179 -0.337
C 1.382 4.660 0.676
C 1.794 3.336 0.622
H 4.256 2.419 -0.312
H 6.691 2.059 -0.363
H 7.604 -0.230 -0.548
H 6.065 -2.160 -0.702
H 3.634 -1.808 -0.660
H -0.790 -0.260 -0.981
H -2.029 -1.326 -2.918
H -0.766 -1.939 -4.955
H 1.651 -1.453 -5.105
H 2.817 -0.361 -3.225
H 0.349 2.433 -2.303
H -0.393 4.782 -2.204
H 0.251 6.208 -0.291
H 1.674 5.286 1.511
H 2.402 2.936 1.426
*
```

***

Record 3
Density functional theory data (ωB97M-V/def2-TZVPD) for a structure of composition C2H5N3O2 at a distorted geometry.

Computed properties:
E_HOMO ... -9.31 eV
Frontier orbital gap ... 9.3 eV
Relative energy (zero: lowest compared OMol25 entry of this formula, charge and spin) ... 6.471 eV
Calculated total energy ... -10715.340 eV

Geometry as ORCA input:
```
! RIJCOSX wB97M-V def2-TZVPD def2/J DEFGRID3
* xyz 0 1
C -0.485 0.441 -0.247
C 0.069 -0.949 -0.228
H -2.555 0.913 -0.018
H -2.109 -0.859 0.559
H 0.073 2.474 -0.147
H 2.157 -1.707 0.647
H 1.657 0.770 -0.068
N -1.877 0.269 0.392
N 0.247 1.454 -0.530
N 1.397 -0.964 -0.068
O -0.800 -1.915 -0.433
O 2.227 0.073 0.141
*
```

***

Record 4
Density functional theory data (ωB97M-V/def2-TZVPD) for an isolated molecule of C5H6O2 at a distorted geometry.

Computed properties:
SMILES string ... OC1=CC=CCO1
E_HOMO ... -7.37 eV
Frontier orbital gap ... 8.1 eV
Relative energy (zero: lowest compared OMol25 entry of this formula, charge and spin) ... 1.508 eV
Calculated total energy ... -9375.588 eV

Geometry as ORCA input:
```
! RIJCOSX wB97M-V def2-TZVPD def2/J DEFGRID3
* xyz 0 1
O -0.683 -2.050 1.099
O -1.850 -0.704 -0.416
C -0.769 -0.883 0.468
C 0.218 0.040 0.696
C 0.147 1.339 0.076
C -0.916 1.587 -0.751
C -1.996 0.553 -1.083
H -1.530 -2.516 0.963
H 1.042 -0.210 1.305
H 0.886 2.094 0.259
H -1.022 2.579 -1.196
H -2.961 1.014 -0.856
H -1.952 0.294 -2.145
*
```